[1]
Computed, not measured: an isolated molecule of C7H10, with ωB97M-V with the def2-TZVPD basis set.

Its HOMO energy is -8.07 eV. For the strongest force on any atom, the calculation gives 0.43 eV/A. Its spin multiplicity is 1.

Cartesian coordinates (Å):
C -1.275 -1.139 0.027
C -0.110 -0.788 -0.902
C 0.211 0.748 -1.089
C -0.356 1.681 -0.027
C 1.264 -1.097 -0.446
C 1.525 -0.872 0.895
C 1.843 -0.701 2.062
H -2.230 -0.756 -0.351
H -1.362 -2.229 0.097
H -1.115 -0.756 1.040
H -0.297 -1.215 -1.893
H -0.103 1.042 -2.094
H -0.007 2.702 -0.216
H -1.451 1.691 -0.036
H -0.023 1.398 0.977
H 1.309 0.861 -1.109
H 2.177 -0.570 3.066

[2]
Computed, not measured: an isolated molecule of C7H10, with ωB97M-V with the def2-TZVPD basis set.

Its HOMO energy (spin up / spin down) is -7.18 / -7.18 eV. For the strongest force on any atom, the calculation gives 0.65 eV/A. Its spin multiplicity is 1.

Cartesian coordinates (Å):
C 1.661 -0.785 0.536
C 1.383 0.284 -0.494
C 0.452 0.488 -1.506
C -1.602 -1.270 -0.005
C -1.607 -0.091 0.641
C -1.068 1.202 0.246
C 0.080 1.483 -0.479
H 2.004 -1.714 0.072
H 2.435 -0.432 1.228
H 0.763 -1.014 1.119
H 2.166 1.045 -0.520
H -0.253 -0.120 -2.054
H -1.915 -2.188 0.488
H -1.320 -1.353 -1.045
H -2.045 -0.084 1.644
H -1.639 2.062 0.584
H 0.506 2.487 -0.455

[3]
Computed, not measured: an isolated molecule of C7H10, with ωB97M-V with the def2-TZVPD basis set.

Its HOMO energy is -9.36 eV. For the strongest force on any atom, the calculation gives 0.71 eV/A. Its spin multiplicity is 1. Its structure (SMILES) is C[C@]12C[C@@H]3[C@H](C1)[C@@H]32.

Cartesian coordinates (Å):
C 0.636 0.446 1.810
C 0.186 0.099 0.414
C 0.585 1.014 -0.762
C -0.615 0.442 -1.493
C -0.783 -1.019 -1.071
C 0.314 -1.356 -0.080
C -1.267 0.094 -0.182
H 1.726 0.329 1.858
H 0.400 1.482 2.081
H 0.198 -0.218 2.566
H 1.597 0.936 -1.176
H 0.359 2.054 -0.493
H -1.047 0.794 -2.426
H -1.335 -1.710 -1.704
H 1.293 -1.719 -0.412
H -0.106 -2.026 0.683
H -2.142 0.359 0.388

[4]
Computed, not measured: an isolated molecule of C7H10 in a non-equilibrium geometry, with ωB97M-V with the def2-TZVPD basis set.

Its HOMO energy is -8.18 eV. For the strongest force on any atom, the calculation gives 2.30 eV/A. Its spin multiplicity is 1. Its structure (SMILES) is C=CC(C=C)=CC.

Cartesian coordinates (Å):
C 1.188 -0.001 -1.237
C 1.975 -0.999 -1.613
C -0.484 -1.025 0.110
C 0.223 0.099 -0.116
C -0.039 1.450 0.404
C -1.202 1.940 0.834
C -1.295 -1.370 1.333
H 1.393 0.927 -1.763
H 1.879 -2.051 -1.381
H 2.816 -0.817 -2.278
H -0.581 -1.776 -0.666
H 0.709 2.125 0.004
H -1.163 2.976 1.127
H -2.106 1.349 0.868
H -0.699 -1.574 2.215
H -1.993 -0.554 1.521
H -1.872 -2.272 1.133

[5]
Computed, not measured: a structure of composition C7H10, with ωB97M-V with the def2-TZVPD basis set.

Its HOMO energy is -7.79 eV. For the strongest force on any atom, the calculation gives 0.52 eV/A. Its spin multiplicity is 1.

Cartesian coordinates (Å):
C -2.107 -0.160 -0.008
C -1.438 0.970 -0.785
C -0.636 -0.148 -0.232
C 0.375 -1.066 -0.769
C 2.359 -0.238 -0.005
C 1.612 0.807 0.775
C 0.500 -0.198 0.704
H -2.710 -0.877 -0.566
H -2.473 0.062 0.995
H -1.594 1.007 -1.863
H -1.366 1.944 -0.300
H 0.259 -2.134 -0.586
H 0.870 -0.805 -1.698
H 2.645 -1.024 0.730
H 1.405 1.743 0.239
H 1.889 1.000 1.819
H 0.411 -0.882 1.549

[6]
Computed, not measured: an isolated molecule of C7H10 in a non-equilibrium geometry, with ωB97M-V with the def2-TZVPD basis set.

Its HOMO energy is -9.19 eV. For the strongest force on any atom, the calculation gives 1.98 eV/A. Its spin multiplicity is 1. Its structure (SMILES) is C1C[C@H]2[C@@H]1[C@H]1C[C@@H]21.

Cartesian coordinates (Å):
C 1.228 -0.479 1.084
C 1.263 0.677 0.126
C 1.194 -0.751 -0.390
C -0.194 -0.462 -0.993
C -1.368 -0.799 -0.050
C -1.311 0.903 0.431
C -0.106 0.991 -0.527
H 2.180 -0.696 1.564
H 0.366 -0.670 1.718
H 2.107 1.360 0.113
H 1.961 -1.343 -0.880
H -0.263 -0.649 -2.067
H -1.229 -1.824 0.386
H -2.347 -0.850 -0.544
H -2.305 1.153 0.059
H -1.153 1.655 1.261
H -0.007 1.792 -1.266

[7]
Computed, not measured: an isolated molecule of C7H10 in a non-equilibrium geometry, with ωB97M-V with the def2-TZVPD basis set.

Its HOMO energy (spin up / spin down) is -7.02 / -7.52 eV. For the strongest force on any atom, the calculation gives 1.77 eV/A. Its spin multiplicity is 1.

Cartesian coordinates (Å):
C -2.019 0.320 0.292
C -1.088 -0.284 -0.720
C 0.324 -0.827 -0.604
C 1.388 0.161 -1.068
C 1.455 1.026 0.175
C 1.032 0.322 1.269
C 0.453 -0.910 0.860
H -2.657 1.074 -0.190
H -2.706 -0.435 0.710
H -1.553 0.799 1.157
H -1.643 -0.743 -1.560
H 0.339 -1.802 -1.106
H 1.065 0.661 -1.980
H 2.380 -0.294 -1.261
H 2.001 1.964 0.226
H 1.144 0.665 2.295
H 0.050 -1.678 1.508

[8]
Computed, not measured: an isolated molecule of C7H10 in a non-equilibrium geometry, with ωB97M-V with the def2-TZVPD basis set.

Its HOMO energy is -8.90 eV. For the strongest force on any atom, the calculation gives 2.20 eV/A. Its spin multiplicity is 1. Its structure (SMILES) is C1C[C@H]2[C@@H]1[C@H]1C[C@@H]21.

Cartesian coordinates (Å):
C -1.399 0.374 -0.939
C -0.391 -0.690 -1.194
C 0.018 0.760 -1.277
C 1.026 0.562 -0.114
C 0.442 0.791 1.320
C 0.147 -0.757 1.409
C 0.562 -0.979 -0.020
H -2.116 0.520 -1.743
H -1.812 0.506 0.056
H -0.459 -1.392 -2.019
H 0.212 1.359 -2.167
H 2.024 0.966 -0.326
H -0.400 1.489 1.367
H 1.193 1.156 2.039
H 0.876 -1.210 2.092
H -0.731 -1.420 1.489
H 0.772 -2.068 0.006

Please write out number 4 again, unchanged.
Computed, not measured: an isolated molecule of C7H10 in a non-equilibrium geometry, with ωB97M-V with the def2-TZVPD basis set.

Its HOMO energy is -8.18 eV. For the strongest force on any atom, the calculation gives 2.30 eV/A. Its spin multiplicity is 1. Its structure (SMILES) is C=CC(C=C)=CC.

Cartesian coordinates (Å):
C 1.188 -0.001 -1.237
C 1.975 -0.999 -1.613
C -0.484 -1.025 0.110
C 0.223 0.099 -0.116
C -0.039 1.450 0.404
C -1.202 1.940 0.834
C -1.295 -1.370 1.333
H 1.393 0.927 -1.763
H 1.879 -2.051 -1.381
H 2.816 -0.817 -2.278
H -0.581 -1.776 -0.666
H 0.709 2.125 0.004
H -1.163 2.976 1.127
H -2.106 1.349 0.868
H -0.699 -1.574 2.215
H -1.993 -0.554 1.521
H -1.872 -2.272 1.133

- The highest strongest force on any atom belongs to which entry?
  number 4